C35H55F2MgN2OP2Si as an isolated structure in a non-equilibrium geometry, computed with ωB97M-V with the def2-TZVPD basis set.

Results
Relative energy (zero: lowest compared OMol25 entry of this formula, charge and spin) = 0.6524 eV
LUMO energy = 2.8 eV
Gap between HOMO and LUMO = 0.2495 Eh

```
! RIJCOSX wB97M-V def2-TZVPD def2/J DEFGRID3
* xyz -1 1
Mg -0.152 -0.256 0.148
C -0.572 2.244 4.829
C -0.916 1.208 3.764
C -0.264 -0.137 4.097
P -0.466 1.594 1.988
C -1.262 3.271 1.719
C -0.614 4.074 0.587
C -2.742 3.034 1.402
C 1.310 1.965 2.145
C 1.786 3.135 2.735
C 3.135 3.374 2.920
C 4.043 2.404 2.499
C 3.605 1.244 1.901
C 2.225 0.976 1.684
N 1.791 -0.117 0.990
C 2.557 -1.260 0.931
C 3.199 -1.803 2.065
C 3.929 -2.970 1.990
C 4.029 -3.668 0.789
C 3.377 -3.175 -0.328
C 2.656 -1.984 -0.281
P 1.767 -1.240 -1.683
C 1.392 -2.720 -2.781
C 2.417 -3.181 -3.815
C 0.071 -2.413 -3.497
C 3.144 -0.281 -2.556
C 3.378 1.030 -1.799
C 4.490 -0.992 -2.723
H -0.937 1.896 5.800
H -1.041 3.210 4.634
H 0.506 2.386 4.907
H -2.001 1.080 3.750
H 0.822 -0.026 4.145
H -0.485 -0.886 3.331
H -0.611 -0.504 5.067
H -1.186 3.851 2.641
H -0.954 3.704 -0.379
H 0.474 4.025 0.612
H -0.905 5.126 0.654
H -2.841 2.417 0.506
H -3.260 3.982 1.225
H -3.245 2.507 2.214
H 1.076 3.892 3.049
H 3.478 4.295 3.376
H 5.107 2.572 2.622
H 4.334 0.520 1.562
H 3.087 -1.292 3.013
H 4.416 -3.353 2.880
H 4.609 -4.580 0.733
H 3.440 -3.732 -1.255
H 1.217 -3.533 -2.070
H 2.634 -2.378 -4.523
H 1.997 -4.015 -4.384
H 3.353 -3.518 -3.374
H 0.209 -1.614 -4.231
H -0.683 -2.081 -2.788
H -0.303 -3.295 -4.025
H 2.731 -0.042 -3.543
H 3.775 0.827 -0.803
H 2.468 1.612 -1.683
H 4.110 1.639 -2.336
H 4.786 -1.480 -1.793
H 5.257 -0.252 -2.967
H 4.481 -1.733 -3.518
C -4.725 -0.453 -1.093
Si -3.059 -1.253 -1.543
C -3.309 -1.916 -3.331
C -2.820 -2.850 -0.569
N -1.735 -0.177 -1.330
C -1.547 0.877 -2.159
C -2.393 1.295 -3.223
C -2.065 2.332 -4.077
C -0.884 3.051 -3.924
C -0.061 2.733 -2.851
C -0.420 1.707 -2.015
F 0.362 1.478 -0.894
H -5.491 -1.213 -0.913
H -5.091 0.188 -1.902
H -4.620 0.159 -0.197
H -4.374 -1.936 -3.580
H -2.927 -2.935 -3.423
H -2.806 -1.311 -4.089
H -3.713 -3.476 -0.661
H -2.616 -2.674 0.486
H -1.971 -3.410 -0.970
H -3.335 0.780 -3.353
H -2.752 2.592 -4.875
H -0.629 3.858 -4.598
H 0.847 3.291 -2.655
F -0.750 -1.593 1.153
C -4.296 -2.321 2.591
C -3.720 -0.972 3.012
O -3.127 -0.253 1.952
H -4.978 -2.702 3.354
H -3.494 -3.045 2.441
H -4.836 -2.212 1.651
H -2.996 -1.129 3.823
H -4.518 -0.332 3.398
H -2.374 -0.762 1.592
*
```



A 7-piece molecular cluster, C39H88N10O7 overall in a non-equilibrium geometry, computed with ωB97M-V with the def2-TZVPD basis set.

Results
Relative energy (zero: lowest compared OMol25 entry of this formula, charge and spin) = 4.0453 eV
LUMO energy = 0.4 eV
SMILES = CC1(C)CCCC(C)(C)N1O.CC1(C)CCCC(C)(C)N1O.CC1(C)CCCC(C)(C)N1O.CC1(C)CCCC(C)(C)N1O.NC(N)=O.NC(N)=O.NC(N)=O
Gap between HOMO and LUMO = 0.2985 Eh

```
! RIJCOSX wB97M-V def2-TZVPD def2/J DEFGRID3
* xyz 0 1
C 7.594 14.852 14.959
C 8.743 15.451 14.069
C 8.933 14.544 12.815
C 8.497 16.969 13.729
C 8.552 18.015 14.877
C 9.985 17.900 15.363
C 10.428 16.479 15.856
C 11.959 16.470 15.965
C 9.777 16.204 17.257
N 10.067 15.481 14.790
O 10.450 14.172 15.121
H 7.794 15.082 16.006
H 6.585 15.129 14.652
H 7.658 13.770 14.852
H 8.101 14.541 12.110
H 9.880 14.667 12.290
H 8.933 13.498 13.122
H 9.198 17.305 12.964
H 7.566 17.186 13.206
H 8.327 18.985 14.434
H 7.807 17.896 15.664
H 9.972 18.581 16.214
H 10.696 18.327 14.656
H 12.466 16.882 15.092
H 12.310 15.448 16.104
H 12.371 17.002 16.823
H 10.049 17.008 17.941
H 9.995 15.168 17.517
H 8.698 16.330 17.342
H 11.223 14.160 14.552
C 10.340 17.681 7.554
C 10.921 16.531 8.525
C 9.887 16.383 9.666
C 11.108 15.257 7.712
C 12.487 15.047 6.899
C 13.730 15.557 7.595
C 13.414 16.970 8.216
C 14.741 17.135 9.013
C 13.499 17.925 7.046
N 12.229 16.987 9.114
O 12.099 18.119 9.925
H 10.606 17.624 6.499
H 9.258 17.567 7.487
H 10.422 18.692 7.954
H 8.969 15.834 9.457
H 10.483 15.922 10.454
H 9.571 17.314 10.134
H 11.117 14.480 8.477
H 10.314 14.970 7.024
H 12.674 14.042 6.521
H 12.493 15.633 5.980
H 14.582 15.678 6.925
H 13.960 14.709 8.241
H 14.852 16.450 9.854
H 14.797 18.175 9.337
H 15.624 17.026 8.383
H 13.394 18.980 7.298
H 12.757 17.709 6.277
H 14.395 17.864 6.428
H 12.081 18.770 9.220
C 17.753 20.160 12.063
C 17.622 18.926 12.937
C 17.577 17.692 11.943
C 18.874 18.981 13.858
C 18.796 18.017 15.052
C 17.449 18.262 15.758
C 16.184 18.294 14.962
C 15.792 16.808 14.431
C 14.981 18.742 15.880
N 16.396 19.191 13.777
O 15.183 19.313 13.000
H 16.912 20.155 11.370
H 17.725 21.107 12.603
H 18.732 20.124 11.585
H 18.097 17.766 10.989
H 17.773 16.741 12.438
H 16.534 17.552 11.657
H 19.756 18.691 13.287
H 18.979 20.033 14.122
H 18.976 16.963 14.843
H 19.587 18.304 15.745
H 17.560 19.049 16.503
H 17.453 17.349 16.352
H 15.281 16.263 15.226
H 16.726 16.303 14.187
H 15.156 16.802 13.546
H 14.027 18.751 15.353
H 15.192 19.767 16.184
H 14.958 18.212 16.832
H 14.831 20.179 13.217
C 15.254 11.522 16.837
C 14.911 10.937 15.391
C 15.581 11.740 14.266
C 15.412 9.432 15.250
C 14.645 8.578 16.111
C 13.128 8.611 15.666
C 12.517 10.037 15.717
C 11.181 10.032 14.957
C 12.259 10.282 17.184
N 13.422 11.040 15.150
O 13.005 12.331 15.381
H 14.758 12.474 17.027
H 15.103 10.808 17.647
H 16.339 11.617 16.867
H 15.160 11.740 13.261
H 15.538 12.777 14.599
H 16.600 11.374 14.139
H 15.506 9.073 14.225
H 16.404 9.321 15.688
H 15.083 7.590 15.967
H 14.744 8.832 17.166
H 12.683 8.018 16.464
H 12.934 8.066 14.742
H 10.571 9.235 15.382
H 11.293 9.759 13.907
H 10.761 11.022 15.133
H 11.333 9.879 17.595
H 12.077 11.328 17.428
H 13.087 9.990 17.831
H 13.214 12.726 14.531
N 12.800 11.302 12.235
C 13.008 11.118 11.035
N 13.633 9.989 10.821
O 12.574 11.817 10.166
H 12.158 12.069 12.372
H 13.195 10.741 12.975
H 13.715 9.706 9.855
H 13.561 9.237 11.492
N 11.398 19.669 12.782
C 11.935 20.836 12.976
N 10.985 21.783 13.032
O 13.099 21.086 13.122
H 10.452 19.563 12.445
H 11.992 18.853 12.817
H 9.988 21.630 12.981
H 11.196 22.770 13.054
N 13.014 16.221 12.530
C 12.831 14.935 12.217
N 13.075 14.647 10.982
O 12.378 14.055 12.953
H 13.551 16.818 11.918
H 13.103 16.493 13.499
H 13.002 15.417 10.332
H 12.854 13.722 10.644
*
```



C22H38NiO3P2S as an isolated structure in a non-equilibrium geometry, computed with ωB97M-V with the def2-TZVPD basis set.

Results
Relative energy (zero: lowest compared OMol25 entry of this formula, charge and spin) = 0.0000 eV
LUMO energy (alpha / beta) = 0.5 / -1.6 eV
Gap between HOMO and LUMO (alpha / beta) = 0.2631 / 0.2329 Eh
<S²> = 2.044

```
! RIJCOSX wB97M-V def2-TZVPD def2/J DEFGRID3
* xyz 0 3
P 4.895 -1.768 -1.038
P 2.997 -3.983 0.316
C 5.688 -3.293 -0.292
C 4.725 -4.483 -0.210
H 6.028 -3.015 0.715
H 6.578 -3.553 -0.884
H 4.632 -4.961 -1.195
H 5.101 -5.241 0.493
C 3.120 -4.339 2.125
H 2.116 -4.272 2.573
H 3.753 -3.586 2.619
H 3.531 -5.337 2.323
C 2.098 -5.498 -0.220
H 2.568 -6.418 0.154
H 2.061 -5.540 -1.320
H 1.060 -5.456 0.146
C 6.127 -0.518 -0.481
H 5.907 0.450 -0.958
H 7.157 -0.808 -0.727
H 6.047 -0.378 0.609
C 5.451 -1.969 -2.789
H 4.900 -2.790 -3.271
H 6.528 -2.168 -2.860
H 5.222 -1.046 -3.345
Ni -1.088 1.337 -0.480
C -0.942 -0.883 -0.487
C -0.550 -0.477 0.753
C 0.860 -0.374 1.241
C 1.496 1.020 1.044
C 1.069 1.697 -0.222
C 0.911 1.101 -1.442
C 1.190 -0.332 -1.763
C -0.040 -1.256 -1.624
C -1.431 3.266 -1.110
H -1.995 -1.221 -0.613
H -1.328 -0.468 1.559
H 1.486 -1.144 0.746
H 0.903 -0.629 2.325
H 1.187 1.664 1.896
H 2.597 0.951 1.114
H 1.148 2.807 -0.196
H 0.829 1.778 -2.332
H 2.014 -0.710 -1.123
H 1.579 -0.420 -2.803
H -0.629 -1.190 -2.565
H 0.279 -2.313 -1.553
H -2.358 3.339 -1.698
H -0.585 3.645 -1.732
H -1.540 3.914 -0.237
C -8.908 5.027 1.019
C -7.631 4.228 1.139
C -6.479 4.817 1.685
C -5.287 4.133 1.760
C -5.241 2.870 1.254
C -6.351 2.209 0.748
C -7.525 2.914 0.697
S -3.427 1.950 1.144
O -3.872 3.073 -0.031
O -2.433 2.776 1.818
O -2.887 1.060 -0.197
H -9.227 5.368 2.011
H -8.730 5.900 0.388
H -9.699 4.430 0.575
H -6.530 5.871 2.041
H -4.399 4.637 2.155
H -6.288 1.188 0.356
H -8.432 2.421 0.261
*
```



A 2-piece molecular cluster, C11H21N3O5 overall in a non-equilibrium geometry, computed with ωB97M-V with the def2-TZVPD basis set.

Results
Relative energy (zero: lowest compared OMol25 entry of this formula, charge and spin) = 3.5395 eV
LUMO energy = -0.2 eV
Gap between HOMO and LUMO = 0.2215 Eh

```
! RIJCOSX wB97M-V def2-TZVPD def2/J DEFGRID3
* xyz 0 1
C -1.507 2.998 -3.307
C -0.741 2.011 -2.411
C -0.259 2.659 -1.140
O -0.846 3.531 -0.544
O 0.930 2.157 -0.711
C 1.389 2.714 0.523
C 0.615 2.206 1.725
N 1.091 0.917 2.230
C 0.427 -0.223 2.132
N 0.855 -1.377 2.712
C -0.176 -2.443 2.463
C -0.972 -1.825 1.267
C -0.342 -2.474 0.051
C -0.830 -2.078 -1.365
C 0.344 -1.710 -2.261
O 0.613 -2.285 -3.276
O 1.114 -0.659 -1.854
N -0.738 -0.375 1.475
H -2.578 2.813 -3.308
H -1.329 4.020 -2.984
H -1.146 2.903 -4.329
H -1.341 1.132 -2.169
H 0.152 1.677 -2.938
H 1.343 3.801 0.509
H 2.430 2.410 0.622
H 0.769 2.917 2.540
H -0.456 2.163 1.556
H 1.978 0.874 2.705
H 0.920 -1.189 3.710
H -0.762 -2.716 3.336
H 0.429 -3.315 2.078
H -2.047 -1.988 1.329
H -0.561 -3.531 0.197
H 0.744 -2.414 0.150
H -1.264 -2.941 -1.857
H -1.503 -1.214 -1.353
H 0.617 -0.144 -1.210
H -0.856 0.173 0.630
O 1.432 -4.371 1.247
H 2.064 -4.805 1.831
*
```



One molecule with the formula C4H4BrNO in a non-equilibrium geometry, computed with ωB97M-V with the def2-TZVPD basis set.

Results
Relative energy (zero: lowest compared OMol25 entry of this formula, charge and spin) = 6.1731 eV
LUMO energy = -0.4 eV
Gap between HOMO and LUMO = 0.3143 Eh

```
! RIJCOSX wB97M-V def2-TZVPD def2/J DEFGRID3
* xyz 0 1
C -0.087 0.389 0.059
C -1.067 2.530 -0.021
C 1.193 0.223 0.211
C -1.326 -0.076 -0.298
N -2.163 2.136 -0.428
O -2.426 0.848 -0.552
Br -0.380 4.280 -0.228
H 1.508 -0.735 0.460
H 1.807 1.102 0.204
H -1.239 -0.520 -1.381
H -1.490 -0.846 0.459
*
```



A 10-piece molecular cluster, C35H60F8O11S8 overall in a non-equilibrium geometry, computed with ωB97M-V with the def2-TZVPD basis set.

Results
LUMO energy (alpha / beta) = -3.6 / -8.1 eV
Gap between HOMO and LUMO (alpha / beta) = 0.2403 / 0.0746 Eh
<S²> = 0.757

```
! RIJCOSX wB97M-V def2-TZVPD def2/J DEFGRID3
* xyz 1 2
C -4.586 -1.799 -9.534
C -5.138 -1.687 -10.991
C -5.851 -0.343 -10.952
F -6.516 -0.075 -12.141
F -6.778 -0.119 -10.017
F -4.145 -1.788 -11.807
F -5.963 -2.719 -11.258
O -4.107 -0.585 -8.950
C -3.790 -0.879 -7.552
C -2.922 0.294 -7.022
F -2.206 0.055 -5.976
F -1.935 0.753 -7.816
F -4.972 -0.985 -6.960
F -3.033 -2.027 -7.423
H -3.860 -2.608 -9.613
H -5.402 -2.338 -9.053
H -5.168 0.502 -10.855
H -3.544 1.157 -6.785
C -2.207 -1.754 8.506
S -1.578 -2.414 6.884
O -2.466 -3.671 6.586
C -2.244 -1.124 5.758
H -2.046 -0.678 8.578
H -1.713 -2.248 9.342
H -3.276 -1.940 8.609
H -2.237 -1.538 4.749
H -1.725 -0.190 5.975
H -3.294 -1.008 6.028
C 1.309 -0.191 6.761
S 1.758 0.943 8.184
O 0.472 1.558 8.743
C 2.035 -0.401 9.472
H 1.239 -1.239 7.052
H 2.062 -0.120 5.976
H 0.368 0.097 6.292
H 2.532 0.005 10.353
H 2.662 -1.172 9.024
H 1.083 -0.766 9.858
C 6.531 0.437 7.205
S 4.724 0.100 6.549
O 4.489 1.431 5.807
C 5.252 -0.957 5.153
H 7.076 1.007 6.452
H 7.034 -0.512 7.389
H 6.591 0.883 8.198
H 6.064 -1.664 5.324
H 5.681 -0.223 4.471
H 4.402 -1.503 4.744
C -5.786 1.473 0.815
S -5.497 2.595 -0.683
O -6.791 3.405 -0.923
C -4.282 3.650 0.155
H -6.590 0.742 0.729
H -5.823 2.002 1.767
H -5.052 0.668 0.852
H -4.796 4.106 1.001
H -4.217 4.426 -0.608
H -3.346 3.111 0.301
C 7.095 -1.764 -1.269
S 5.506 -2.788 -1.170
O 5.611 -3.684 0.033
C 4.278 -1.496 -0.706
H 7.995 -2.367 -1.155
H 7.203 -1.070 -0.435
H 7.206 -1.160 -2.169
H 3.458 -2.112 -0.336
H 4.011 -0.897 -1.576
H 4.645 -0.781 0.031
C 5.361 3.853 -1.437
S 6.929 2.871 -1.273
O 6.338 1.413 -1.292
C 7.606 3.347 -2.953
H 5.662 4.898 -1.516
H 4.705 3.750 -0.572
H 4.708 3.509 -2.240
H 8.597 2.895 -2.986
H 7.864 4.402 -3.053
H 7.092 2.798 -3.743
C 2.592 2.637 -5.171
S 3.866 1.359 -5.612
O 5.336 1.773 -5.623
C 3.631 0.210 -4.193
H 2.805 2.894 -4.133
H 1.594 2.201 -5.132
H 2.632 3.490 -5.847
H 3.721 0.794 -3.277
H 4.362 -0.599 -4.197
H 2.593 -0.071 -4.371
C -5.670 -2.148 3.597
S -5.957 -1.754 1.858
O -5.370 -2.793 0.934
C -7.826 -1.940 1.772
H -6.254 -1.517 4.268
H -4.636 -2.002 3.907
H -5.866 -3.205 3.779
H -8.202 -1.722 0.773
H -8.123 -1.271 2.580
H -8.261 -2.915 1.992
C 2.739 0.440 2.084
C 3.173 0.976 0.820
C 2.370 0.960 -0.266
C 1.062 0.562 -0.078
C 0.645 0.013 1.171
C 1.470 -0.071 2.240
C -0.787 -0.598 1.307
O -1.252 -1.133 2.317
C -1.684 -0.549 0.093
C -2.954 -1.220 0.107
C -3.767 -1.186 -1.033
C -3.307 -0.530 -2.161
C -2.128 0.185 -2.180
C -1.244 0.128 -1.073
C 0.129 0.561 -1.232
O 0.596 0.887 -2.346
H 3.436 0.441 2.909
H 4.138 1.454 0.748
H 2.814 1.245 -1.209
H 1.132 -0.475 3.182
H -3.253 -1.701 1.027
H -4.747 -1.632 -1.118
H -3.898 -0.707 -3.047
H -2.003 0.781 -3.072
*
```



A 2-piece molecular cluster, CH5NS overall, computed with ωB97M-V with the def2-TZVPD basis set.

Results
Relative energy (zero: lowest compared OMol25 entry of this formula, charge and spin) = 0.2398 eV
LUMO energy = 1.0 eV
SMILES = C=N.S
Gap between HOMO and LUMO = 0.3788 Eh

```
! RIJCOSX wB97M-V def2-TZVPD def2/J DEFGRID3
* xyz 0 1
C 1.469 -0.005 -0.296
N 0.831 -0.193 0.781
H 2.364 0.608 -0.413
H 1.108 -0.463 -1.216
H 1.285 0.292 1.554
S -2.780 -0.135 0.291
H -2.833 0.172 -1.009
H -1.444 -0.276 0.309
*
```



Repeat the seventh record exactly.
A 2-piece molecular cluster, CH5NS overall, computed with ωB97M-V with the def2-TZVPD basis set.

Results
Relative energy (zero: lowest compared OMol25 entry of this formula, charge and spin) = 0.2398 eV
LUMO energy = 1.0 eV
SMILES = C=N.S
Gap between HOMO and LUMO = 0.3788 Eh

```
! RIJCOSX wB97M-V def2-TZVPD def2/J DEFGRID3
* xyz 0 1
C 1.469 -0.005 -0.296
N 0.831 -0.193 0.781
H 2.364 0.608 -0.413
H 1.108 -0.463 -1.216
H 1.285 0.292 1.554
S -2.780 -0.135 0.291
H -2.833 0.172 -1.009
H -1.444 -0.276 0.309
*
```